The following is a quantum chemistry calculation of a molecular structure, C23H23Cl3MoN2O7SeSi in a non-equilibrium geometry, from the OMol25 dataset.

Element x y z (Å)
Mo  0.943  -0.843  -1.273
C  0.369  1.225  3.426
O  0.747  0.183  2.506
C  1.547  0.428  1.483
O  1.699  -0.482  0.648
N  2.182  1.604  1.409
N  2.869  1.906  0.226
H  -0.328  0.766  4.117
H  -0.136  2.028  2.889
H  1.236  1.588  3.979
H  1.781  2.375  1.927
H  3.692  2.450  0.443
H  2.252  2.388  -0.421
O  -1.069  -0.807  -0.297
C  -1.741  0.488  -0.232
C  -0.538  1.483  -0.232
O  -0.497  2.380  0.588
O  0.352  1.201  -1.134
C  -2.529  0.563  1.057
C  -2.379  -0.388  2.056
C  -3.107  -0.278  3.238
C  -3.972  0.788  3.429
C  -4.117  1.744  2.429
C  -3.406  1.627  1.247
C  -2.633  0.680  -1.453
C  -3.718  -0.180  -1.604
C  -4.559  -0.067  -2.698
C  -4.336  0.924  -3.642
C  -3.271  1.797  -3.489
C  -2.417  1.676  -2.398
H  -1.654  -1.510  -0.639
H  -1.697  -1.218  1.921
H  -2.997  -1.035  4.004
H  -4.538  0.872  4.348
H  -4.794  2.577  2.568
H  -3.526  2.365  0.464
H  -3.913  -0.944  -0.859
H  -5.381  -0.759  -2.816
H  -4.991  1.012  -4.499
H  -3.096  2.576  -4.220
H  -1.584  2.357  -2.300
Se  3.153  -0.871  -2.302
C  4.441  -1.071  -0.885
C  4.392  -2.092  0.049
C  5.348  -2.153  1.056
C  6.359  -1.206  1.122
C  6.417  -0.195  0.169
C  5.460  -0.128  -0.834
H  3.622  -2.846  0.002
H  5.296  -2.952  1.785
H  7.105  -1.260  1.904
H  7.210  0.541  0.202
H  5.499  0.661  -1.576
Cl  -1.139  -3.940  -0.940
Si  0.856  -3.332  -0.742
Cl  1.936  -4.671  -1.865
Cl  1.283  -3.801  1.232
O  -2.097  -1.993  -3.287
C  -1.036  -1.568  -3.664
O  -0.033  -1.210  -2.886
H  -0.816  -1.451  -4.735

Properties
spin multiplicity = 3
F_max = 1.41 eV Å⁻¹
HOMO energy (spin up / spin down) = -8.35 / -8.82 eV
HOMO-LUMO gap (spin up / spin down) = 0.24510 / 0.29731 Ha
LUMO energy (spin up / spin down) = -1.677 / -0.734 eV
total energy = -5666.369293 Eh